1.
A structure of composition C15H28F8K3NO19PS2, computed with ωB97M-V/def2-TZVPD.

The electronic energy comes out at -5809.2170 Eh. As for the net charge: +1. The maximum force is 9.41 eV/A. Its HOMO energy is -11.1 eV. The calculation puts the gap between HOMO and LUMO at 0.2350 Eh.

Each line ends with the Mulliken charge.
CARTESIAN COORDINATES (ANGSTROEM)
K  -11.81913  13.76756  -9.79068  1.035
K  -13.21945  16.39948  -14.66242  0.951
K  -10.77926  14.01853  -17.57643  0.928
N  -10.86727  14.75108  -15.04048  -0.737
S  -9.69731  15.88657  -14.46292  1.144
O  -8.34677  15.53227  -14.79835  -0.227
O  -9.99520  16.71244  -13.32596  -0.431
F  -9.98895  16.87805  -15.69522  -0.347
S  -10.63846  13.85522  -13.79345  1.274
O  -11.35710  14.20679  -12.59363  -0.521
O  -9.41673  13.12535  -13.64165  -0.569
F  -11.56820  12.63206  -14.35521  -0.420
P  -9.31844  10.65481  -10.63058  1.366
F  -10.13898  9.85286  -9.48813  -0.378
F  -7.93195  10.30508  -9.85752  -0.342
F  -9.21359  9.28248  -11.49959  -0.413
F  -8.47563  11.49159  -11.72538  -0.403
F  -10.70291  11.00721  -11.40183  -0.419
F  -9.48671  12.02747  -9.77219  -0.364
C  -4.75552  18.04302  -15.30896  -0.486
C  -4.32466  18.78727  -14.04136  -0.191
O  -4.92633  18.02280  -12.99984  -0.400
C  -5.86336  17.22728  -13.52099  0.269
O  -6.52472  16.45581  -12.90197  -0.366
O  -5.95274  17.38875  -14.86436  0.066
H  -4.00606  17.32516  -15.64229  0.363
H  -4.99723  18.75667  -16.09293  0.382
H  -4.74896  19.78666  -14.08422  0.010
H  -3.24404  18.78292  -13.93243  0.367
C  -6.53716  15.27809  -17.85413  -0.357
O  -5.32848  15.02506  -18.52821  -0.425
C  -4.23286  14.73541  -17.86403  0.796
O  -4.16348  14.76957  -16.65829  -0.501
O  -3.26919  14.42625  -18.69683  -0.378
C  -1.96156  14.30532  -18.17240  -0.628
H  -6.86526  14.34193  -17.39289  0.277
H  -7.25302  15.59779  -18.60761  0.302
H  -6.49542  16.01288  -17.04968  0.100
H  -1.23872  13.92024  -18.88228  0.257
H  -1.96024  13.58623  -17.34641  0.283
H  -1.63082  15.23922  -17.71796  0.280
C  -5.41277  10.10717  -10.92959  -0.825
O  -5.28543  11.44719  -11.40673  -0.287
C  -5.53387  11.65193  -12.70883  0.920
O  -5.94431  10.82650  -13.47391  -0.603
O  -5.24049  12.90969  -12.98001  -0.309
C  -5.83457  13.46172  -14.12739  -0.135
H  -5.76630  10.15908  -9.90208  0.227
H  -4.41558  9.67823  -11.02457  0.330
H  -6.17797  9.52189  -11.43827  0.379
H  -5.42635  14.46859  -14.27044  -0.163
H  -6.85574  13.81338  -13.96159  0.014
H  -5.64807  12.90741  -15.04242  0.381
C  -8.47539  19.89550  -14.49126  -0.793
O  -7.18234  20.31661  -14.90945  -0.165
C  -6.84296  21.59866  -14.75774  0.746
O  -7.46816  22.45452  -14.22090  -0.566
O  -5.66750  21.73328  -15.35284  -0.309
C  -5.10208  23.08137  -15.37435  -0.759
H  -8.41725  19.60196  -13.44364  0.368
H  -8.69298  19.06938  -15.16477  0.088
H  -9.28787  20.61502  -14.60593  0.483
H  -4.53170  23.16226  -14.45099  0.326
H  -5.88447  23.82298  -15.46735  0.336
H  -4.38341  22.99523  -16.18204  0.236
C  -9.84984  17.67398  -9.75079  -0.524
O  -8.61760  17.00929  -9.70811  -0.343
C  -8.56439  15.72468  -10.04150  0.467
O  -9.49745  15.05602  -10.43374  -0.277
O  -7.32131  15.31586  -9.91375  -0.377
C  -6.98405  14.12633  -10.63348  -0.411
H  -9.72600  18.74074  -9.57742  0.252
H  -10.49670  17.30911  -8.94427  0.267
H  -10.35461  17.55280  -10.70887  0.145
H  -5.91444  14.20792  -10.83524  0.303
H  -7.45808  14.01330  -11.60455  -0.104
H  -7.08148  13.21072  -10.05343  0.535

2.
A structure of composition C15H28F9MnN4O13S3, computed with ωB97M-V/def2-TZVPD.

The energy relative to the best compared isomer or geometry (same formula, charge and spin) comes out at 0.00 kcal/mol. The electronic energy comes out at -5029.9931 Eh. As for the net charge: -1. Its expectation value of S² is 8.752. The maximum force is 4.91 eV/A. The spin multiplicity is 6. Its HOMO energy (alpha / beta) is -5.0 / -5.0 eV. The calculation puts the gap between HOMO and LUMO (alpha / beta) at 0.2475 / 0.2474 Eh.

Each line ends with the Mulliken spin population.
CARTESIAN COORDINATES (ANGSTROEM)
Mn  -0.45708  0.23502  0.59682  4.795
C  -1.14447  4.35397  2.24786  0.002
F  -1.85412  5.32891  2.80915  0.000
F  -0.99871  4.58294  0.94771  0.000
F  0.10491  4.24620  2.78784  0.000
S  -2.09155  2.79427  2.53244  0.009
O  -1.32772  1.67645  1.93098  0.034
O  -2.19408  2.70417  3.96636  0.003
O  -3.41189  2.98342  1.91521  0.002
C  -2.17913  1.96865  -3.31292  0.001
F  -0.97929  1.80673  -3.88959  0.000
F  -2.90562  2.76853  -4.03412  0.000
F  -2.67102  0.75836  -3.28745  0.000
S  -2.06511  2.61717  -1.57595  0.003
O  -1.47289  1.63222  -0.64090  -0.008
O  -1.33334  3.87647  -1.70834  0.001
O  -3.45319  2.87822  -1.19919  0.003
C  -4.80818  -1.75066  1.31894  0.005
F  -4.06405  -2.83038  1.41292  0.000
F  -5.97926  -2.05732  0.77938  0.000
F  -5.04253  -1.14729  2.47715  0.000
S  -3.81044  -0.52034  0.16191  0.014
O  -4.09851  -0.85516  -1.23696  0.003
O  -4.42185  0.76198  0.55612  0.002
O  -2.35272  -0.57317  0.42621  0.017
C  1.52986  -0.46770  3.23710  0.015
O  0.73663  0.10505  2.47042  0.009
N  2.66196  -0.98716  2.84085  0.004
C  3.07931  -0.95577  1.43590  0.011
C  3.72903  -1.26167  3.76470  0.000
H  1.38561  -0.60404  4.31986  0.002
H  3.63997  -1.79181  1.01767  0.002
H  3.77096  -0.11237  1.41752  0.000
H  2.27699  -0.74684  0.72914  0.018
H  3.50416  -1.11357  4.82071  0.000
H  4.08495  -2.28404  3.63566  0.000
H  4.54388  -0.57347  3.53718  0.000
C  -0.13020  -1.18380  -2.33674  0.001
O  0.16308  -0.57943  -1.32396  0.005
N  0.50509  -0.96895  -3.49796  -0.001
C  0.25277  -1.71160  -4.75941  0.000
C  1.66955  -0.04198  -3.57356  0.000
H  -0.93212  -1.93606  -2.38715  0.000
H  -0.73088  -2.17491  -4.68033  0.000
H  1.06930  -2.39665  -4.98853  0.000
H  0.11678  -1.15351  -5.68631  0.000
H  1.32951  0.85530  -4.09041  0.000
H  2.07023  0.04157  -2.56457  0.000
H  2.36471  -0.53104  -4.25651  0.000
C  -0.56347  -3.11668  1.59601  0.011
O  -0.34807  -2.07948  0.94907  0.034
N  -1.30496  -4.19976  1.15923  0.002
C  -1.43797  -5.32838  1.99954  0.000
C  -1.56583  -4.33275  -0.28544  0.001
H  -0.25967  -3.18977  2.65158  -0.001
H  -2.47386  -5.66824  1.96663  0.000
H  -1.26058  -5.31595  3.07483  0.000
H  -0.81124  -6.13340  1.61321  0.000
H  -1.28230  -3.42876  -0.82291  0.000
H  -0.93950  -5.09556  -0.75005  0.000
H  -2.60609  -4.64297  -0.38186  0.000
C  1.82513  2.72445  0.12200  -0.009
O  1.28124  1.66923  0.22224  0.006
N  2.96965  3.04334  -0.52302  0.001
C  3.55967  4.39569  -0.54014  0.000
C  3.63884  1.96725  -1.32129  0.001
H  1.36686  3.60970  0.58991  0.002
H  4.42527  4.54955  0.10504  0.000
H  2.85399  5.16734  -0.23302  0.000
H  3.90907  4.59314  -1.55369  0.000
H  3.13909  1.02830  -1.08632  0.001
H  3.48034  2.18075  -2.37900  0.000
H  4.72510  1.93803  -1.23541  0.000

3.
A structure of composition C15H28GaNO, computed with ωB97M-V/def2-TZVPD.

The energy relative to the best compared isomer or geometry (same formula, charge and spin) comes out at 0.00 kcal/mol. The electronic energy comes out at -2642.4767 Eh. As for the net charge: +2. The maximum force is 2.23 eV/A. Its HOMO energy (alpha / beta) is -15.9 / -16.1 eV. The calculation puts the gap between HOMO and LUMO (alpha / beta) at 0.2023 / 0.2104 Eh.

Each line ends with the Mulliken charge.
CARTESIAN COORDINATES (ANGSTROEM)
C  0.46189  -1.87296  1.39142  -0.819
H  0.62549  -1.90886  2.48176  0.614
H  -0.31666  -2.60784  1.13154  0.336
H  -1.29642  0.21324  2.36408  -0.153
C  1.77309  -2.24151  0.69553  0.124
H  1.77107  -1.88547  -0.34254  -0.030
H  2.60949  -1.72722  1.18322  0.350
C  2.02842  -3.75176  0.73169  -1.397
H  2.99181  -3.99391  0.27320  0.401
H  2.03731  -4.11372  1.76275  0.350
H  1.24412  -4.29950  0.20029  0.308
C  -0.76802  1.44167  -1.30884  0.390
C  -0.09587  0.35200  -1.92530  1.178
C  -0.76153  -0.85028  -1.58387  -0.163
C  -1.81657  -0.52426  -0.64950  1.158
C  -1.82357  0.93228  -0.50440  0.468
C  -2.97797  1.72745  0.00715  -1.321
C  -2.96453  -1.41803  -0.30590  -1.422
C  -0.48453  -2.20721  -2.10814  -1.392
C  1.09707  0.47386  -2.79653  -1.843
C  -0.48468  2.87971  -1.53784  -1.612
Ga  -0.46395  -0.17083  1.10401  0.477
H  -3.52815  -1.03875  0.55565  0.399
H  -3.66607  -1.49653  -1.15631  0.390
H  -2.63414  -2.43676  -0.05861  0.362
H  -3.57232  1.16506  0.73503  0.376
H  -2.65637  2.66120  0.48991  0.326
H  -3.65034  2.00389  -0.82427  0.391
H  0.58866  3.06047  -1.68188  0.400
H  -0.99971  3.25192  -2.43739  0.392
H  -0.82594  3.49467  -0.69513  0.358
H  1.64702  -0.47242  -2.85519  0.367
H  0.82760  0.76107  -3.82450  0.388
H  1.78271  1.24167  -2.40996  0.446
H  -0.71341  -2.97997  -1.36132  0.356
H  -1.09431  -2.43421  -2.99735  0.397
H  0.56779  -2.32270  -2.39919  0.387
C  2.75712  2.24943  2.63065  -1.148
C  1.48909  1.93378  1.89915  0.898
N  0.48619  2.78795  2.09766  -0.219
O  1.36530  0.92372  1.13340  -0.569
H  2.66548  3.23685  3.10331  0.406
H  3.63336  2.26698  1.96647  0.319
H  2.91407  1.49544  3.41678  0.291
H  -0.40206  2.69484  1.61538  0.046
H  0.63298  3.50556  2.79390  0.241

4.
The ion C15H28N2O5P with charge +1, computed with ωB97M-V/def2-TZVPD.

As for the SMILES: [H]/N=C\C[C@@H]1C[C@@H](CCCO)[NH2+][C@](C#C)(P(=O)(O)O)[C@H]1OCCC. The electronic energy comes out at -1415.1569 Eh. As for the net charge: +1. The maximum force is 1.12 eV/A. Its HOMO energy is -12.8 eV. The calculation puts the gap between HOMO and LUMO at 0.3482 Eh.

Each line ends with the Mulliken charge.
CARTESIAN COORDINATES (ANGSTROEM)
H  -2.75272  -0.05676  2.20826  0.281
N  -2.64173  -0.97263  2.65171  -0.680
C  -2.33130  -1.85480  1.80596  -0.126
C  -2.15283  -1.63779  0.31766  -1.122
C  -1.23055  -0.43324  -0.03254  1.391
C  -2.02908  0.49910  -0.95600  -1.748
C  -1.27695  1.67246  -1.55047  0.101
C  -1.12420  2.89346  -0.64038  -1.354
C  -0.45602  2.66276  0.72137  0.202
C  0.10493  3.95378  1.31025  -0.784
O  -0.93659  4.53588  2.08095  -0.537
N  0.05660  1.27888  -2.15451  0.194
C  0.84327  0.11556  -1.57670  1.295
C  1.98504  0.65167  -0.85316  -2.149
C  2.88930  1.13558  -0.24031  -0.235
P  1.60631  -0.78923  -3.03510  1.026
O  2.58539  0.10058  -3.64805  -0.679
O  2.18043  -2.15180  -2.49576  -0.487
O  0.42568  -1.28033  -3.97484  -0.511
C  0.04354  -0.93369  -0.70782  -1.329
O  0.96001  -1.36961  0.27339  -0.492
C  0.98916  -2.77158  0.52436  -0.154
C  2.02519  -3.02859  1.60267  -0.575
C  1.50713  -2.56069  2.96588  -1.135
H  -2.20518  -2.87429  2.16555  0.492
H  -1.80946  -2.55530  -0.15502  0.353
H  -3.14775  -1.45276  -0.09166  0.571
H  -0.99068  0.04502  0.91128  0.254
H  -2.44181  -0.11982  -1.75785  0.537
H  -2.87409  0.90475  -0.40332  0.388
H  -1.87468  2.03199  -2.38859  0.270
H  -0.62699  3.67815  -1.21651  0.584
H  -2.14285  3.23570  -0.46590  0.382
H  0.28781  1.86992  0.71271  0.160
H  -1.24108  2.35433  1.41304  0.133
H  0.35289  4.63834  0.49316  0.299
H  0.99654  3.76969  1.90867  0.393
H  -0.58234  5.28221  2.57236  0.327
H  0.67083  2.09623  -2.10227  0.493
H  -0.07900  1.13666  -3.15635  0.591
H  3.56781  1.49172  0.49830  0.557
H  2.96683  -1.99432  -1.95106  0.388
H  -0.47468  -1.04120  -3.73398  0.400
H  -0.18528  -1.80910  -1.32324  0.918
H  0.02951  -3.14378  0.89159  0.118
H  1.23254  -3.33393  -0.38122  0.348
H  2.24648  -4.09183  1.63859  0.415
H  2.92072  -2.45042  1.37606  0.270
H  2.30279  -2.52404  3.70629  0.389
H  1.08127  -1.56232  2.88908  0.259
H  0.74984  -3.24058  3.35349  0.319